17
Properties=species:S:1:pos:R:3:mulliken_charge:R:1 method="wB97M-V/def2-TZVPD" lumo_energy_ev=0.795 energy_ha=-309.7931 relative_energy_ev=1.340 multiplicity=1 smiles="CC1=C(O)CC=C1.[H][H]"
C -1.65398 -0.03225 1.45193 -1.372
C -0.53251 0.25193 0.49573 0.854
C 0.76872 -0.07145 0.64322 0.084
O 1.38688 -0.72672 1.65620 -0.569
C 1.58858 0.43183 -0.50610 -0.449
C 0.53925 1.01956 -1.41003 -0.791
C -0.65502 0.93191 -0.80087 -0.516
H -1.32119 0.02258 2.49642 0.381
H -2.09572 -1.02410 1.29705 0.271
H -2.45712 0.70237 1.34267 0.359
H 0.71604 -1.01121 2.29181 0.305
H 2.19384 -0.35621 -0.96881 0.354
H 2.28378 1.20636 -0.15456 0.308
H 0.74948 1.45521 -2.37964 0.366
H -1.60046 1.29843 -1.18937 0.418
H 0.23143 -1.51001 -1.95894 -0.037
H 0.33462 -2.00920 -1.41630 0.034

20
Properties=species:S:1:pos:R:3:lowdin_spin:R:1 method="wB97M-V/def2-TZVPD" total_charge=-1 lumo_energy_ev="3.406 / 3.483" energy_ha=-597.0033 relative_energy_ev=0.651 multiplicity=2
C 2.02312 -1.40614 0.42912 0.114
C 2.67391 -1.52519 1.80913 0.048
C 1.27912 -0.10743 0.14390 0.126
H 1.27395 -2.19492 0.39993 0.039
H 2.72879 -1.58932 -0.37139 0.017
H 2.88249 -0.55430 2.26885 0.004
H 1.99066 -1.93349 2.56032 0.013
H 0.41753 -0.39639 -0.47109 0.035
H 1.85506 0.61913 -0.43581 0.020
H 3.56524 -2.15572 1.76734 0.007
H 0.89134 0.42293 1.01737 0.021
C -3.40810 0.49256 -0.40007 0.204
C -1.43020 1.98920 -1.63880 0.106
S -3.20836 2.02438 -1.31210 0.068
H -3.56934 0.63680 0.67091 0.036
H -4.24220 -0.18234 -0.65394 0.040
H -2.58711 -0.19126 -0.62918 0.060
H -0.92601 2.84205 -1.18097 0.013
H -1.26467 2.10951 -2.71130 0.016
H -0.94521 1.09995 -1.26224 0.012

99
Properties=species:S:1:pos:R:3:mulliken_charge:R:1 method="wB97M-V/def2-TZVPD" lumo_energy_ev=-0.390 energy_ha=-7671.9099 relative_energy_ev=1.920 multiplicity=1
Rb -1.82308 -0.33446 -0.40940 0.570
C -1.70460 -2.69319 2.33569 0.135
C -2.24450 -3.80059 1.48989 -1.258
N -2.36965 -3.30737 0.05718 0.573
C -3.48439 -3.95029 -0.67757 -0.786
C -4.86188 -3.56849 -0.12059 -0.896
S -5.19566 -1.92699 0.50402 -0.059
C -4.91418 -2.12722 2.34033 -0.884
C -3.75246 -1.37294 3.00254 -0.978
N -2.44883 -1.46007 2.26956 0.642
H -0.68060 -2.53217 1.91898 -0.501
H -1.63148 -3.04381 3.34961 0.417
H -3.25198 -3.91277 1.78661 0.415
H -1.56639 -4.64931 1.61164 0.357
H -1.51468 -3.17535 -0.43790 -0.352
H -3.44654 -5.00709 -0.86445 0.342
H -3.34789 -3.45928 -1.67632 0.288
H -5.27570 -4.30990 0.52517 0.448
H -5.48387 -3.70934 -0.98288 0.513
H -4.80579 -3.18158 2.43255 0.446
H -5.83240 -1.79322 2.73956 0.593
H -3.63989 -1.74358 4.02839 0.375
H -3.98824 -0.32038 3.19434 0.423
H -1.83174 -0.76830 2.64747 -0.238
Se 0.73745 -0.01947 2.25047 -0.572
P 1.23112 1.95902 1.62598 0.635
Se 0.76312 2.64444 -0.35964 -0.440
C 0.90358 3.17607 2.90126 0.995
C 0.29605 2.69566 4.03513 -0.455
C 0.08359 3.54971 5.10324 -0.777
C 0.64370 4.84780 4.99833 -0.329
C 1.35484 5.27537 3.93555 -0.901
C 1.46220 4.43524 2.80047 -0.381
C 3.04175 1.99955 1.64151 0.323
C 3.86453 2.46920 0.60139 -0.315
C 5.26925 2.33796 0.64237 -0.523
C 5.90297 1.86342 1.82217 -0.523
C 5.05257 1.49580 2.89402 -0.703
C 3.67360 1.51226 2.78319 -0.850
H 0.02124 1.68183 4.23908 0.333
H -0.47095 3.36854 6.03358 0.401
H 0.46078 5.54254 5.85584 0.303
H 1.70130 6.26959 3.82620 0.421
H 2.11445 4.69265 2.00319 0.521
H 3.32219 2.95506 -0.20934 0.353
H 5.97156 2.71021 -0.20217 0.258
H 6.98691 1.77855 1.90749 0.424
H 5.50102 1.29131 3.84992 0.422
H 3.13077 1.19231 3.62878 0.488
C 3.98944 -3.46317 -1.39658 -0.820
N 3.77759 -2.52983 -0.20762 0.074
C 3.88224 -1.10482 -0.75926 -0.806
N 2.96725 -0.86793 -1.80799 0.351
C 3.23468 -1.80821 -2.91907 -0.632
N 3.13282 -3.21803 -2.44630 0.200
C 1.79591 -3.57888 -2.16829 -1.315
P 0.97852 -2.57629 -0.76752 0.923
C 2.41160 -2.82578 0.41536 -0.962
C 1.57236 -0.91808 -1.30199 3.153
H 3.91704 -4.52173 -1.10561 0.385
H 5.01464 -3.22989 -1.67295 0.409
H 4.43325 -2.71835 0.60995 0.373
H 4.92890 -1.08063 -1.10015 0.341
H 3.74100 -0.45381 0.04971 0.336
H 4.26339 -1.55026 -3.31320 0.262
H 2.53343 -1.53097 -3.75013 0.219
H 1.72166 -4.60940 -1.95995 0.556
H 1.11529 -3.49942 -3.04104 0.427
H 2.43691 -3.83087 0.75337 0.535
H 2.16275 -2.10670 1.27948 0.156
H 1.33431 -0.18224 -0.52852 -1.747
H 0.93825 -0.63745 -2.10671 -1.371
C 0.19938 1.14156 -4.07673 -1.441
C -0.83451 0.13399 -4.57108 2.695
C -0.61833 -0.12743 -6.06481 -1.770
C -2.21074 0.85665 -4.26493 -1.485
C -0.94289 -1.04662 -3.67077 0.033
C -1.09440 -2.07043 -3.01236 -1.694
H 0.19424 2.08563 -4.65750 0.439
H 1.23754 0.72596 -4.02918 0.230
H 0.07292 1.39041 -3.01345 0.096
H -0.58132 0.83974 -6.52592 0.411
H -1.46931 -0.64372 -6.45215 0.443
H 0.35958 -0.65791 -6.13926 0.315
H -2.58305 1.44443 -5.12763 0.384
H -2.25844 1.43833 -3.27466 0.126
H -2.91426 0.02838 -4.07899 0.391
N -1.78267 5.18369 0.22541 -0.494
C -2.55685 4.08265 0.03973 0.574
C -2.75191 3.10134 1.01463 -0.394
N -3.56822 2.07627 0.78029 -0.326
C -4.30786 2.07332 -0.34002 -0.286
C -4.14740 3.12772 -1.27235 -0.262
N -3.32311 4.11714 -1.08376 -0.603
H -0.85898 4.97975 0.58797 0.246
H -1.66853 5.68597 -0.61882 0.330
H -2.17083 2.99213 1.93314 0.411
H -4.95123 1.24237 -0.52036 0.480
H -4.67517 3.06440 -2.21390 0.413